1:
The molecule C6H6O, computed with wB97M-V/def2-TZVPD.

Highest occupied orbital energy = -9.281 eV
Multiplicity = 1
HOMO-LUMO gap = 9.996 eV

XYZ file:
```
13
Properties=species:S:1:pos:R:3:mulliken_charge:R:1
O 1.94998 1.53573 -0.47035 -0.543
C 0.80862 0.84130 -0.87763 0.106
C 0.61792 -0.59515 -0.33551 -0.666
C -0.74161 -0.32948 0.33078 0.745
C -1.56136 -1.19113 0.91362 -0.766
C -0.46881 1.22250 -0.21277 0.190
C -1.50393 1.36184 0.50840 -0.950
H 1.93364 1.59581 0.49515 0.365
H 0.77044 0.91976 -1.96541 0.364
H 1.39806 -0.84709 0.39146 0.260
H 0.57426 -1.37849 -1.09738 0.285
H -1.27850 -2.24161 0.95204 0.253
H -2.49872 -0.89398 1.36760 0.357
```

***

2:
The molecule C6H6O, computed with wB97M-V/def2-TZVPD.

Highest occupied orbital energy = -9.078 eV
Multiplicity = 1
HOMO-LUMO gap = 10.222 eV

XYZ file:
```
13
Properties=species:S:1:pos:R:3:mulliken_charge:R:1
O -1.08909 -1.64702 0.44800 -0.502
C -0.49371 -0.47581 1.05568 -0.329
C 0.81347 -0.65339 0.09703 -0.201
C 1.33439 0.69395 -0.31994 -0.582
C 0.21831 1.42342 -0.38411 -0.515
C -0.91874 0.46357 -0.08870 -0.200
C -0.48562 -0.92924 -0.66196 -0.360
H -0.66431 -0.39063 2.14581 0.425
H 1.37515 -1.42995 0.57133 0.493
H 2.36557 1.00580 -0.46363 0.422
H 0.12971 2.48275 -0.57448 0.417
H -1.95375 0.78544 -0.15770 0.477
H -0.63138 -1.32889 -1.66733 0.456
```

***

3:
The molecule C6H6O, computed with wB97M-V/def2-TZVPD.

Highest occupied orbital energy = -8.845 eV
Multiplicity = 1
HOMO-LUMO gap = 9.499 eV

XYZ file:
```
13
Properties=species:S:1:pos:R:3:mulliken_charge:R:1
O 0.31843 -1.01974 2.76242 -0.487
C 1.04721 -0.88728 1.61251 0.010
C -1.54461 -0.77549 -1.74990 -0.655
C -0.84016 0.26824 -1.41419 0.153
C -0.08210 1.27719 -1.05608 -0.329
C 1.05524 0.16197 0.83084 -0.169
C 0.93401 1.18648 0.01810 -0.338
H -0.26209 -0.24912 2.83200 0.304
H 1.64913 -1.77075 1.41970 0.319
H -2.50300 -0.99435 -1.28468 0.239
H -1.18419 -1.46804 -2.50703 0.239
H -0.19226 2.23407 -1.56270 0.362
H 1.61108 2.03611 0.11062 0.352
```

***

Which is most stable? The ranking, best first, is 3, 2, 1.